Record 1
This record from OMol25 describes a molecular structure, C33H48Cl2IrOP4 at a distorted geometry. The level of theory is the ωB97M-V functional and the def2-TZVPD basis.

Output
Multiplicity: 6
E_LUMO (spin up / spin down), eV: -4.92 / -8.24
Expectation value of S²: 8.81
HOMO level (spin up / spin down), eV: -10.3 / -13.2
Electronic energy, Ha: -3750.90264
Charge: +2

Cartesian coordinates (Å):
1 P -1.4412 -0.8410 -2.4649
2 C -3.2006 -0.8997 -2.8938
3 C -3.6940 -0.1116 -3.9502
4 H -3.0905 0.7099 -4.3450
5 C -4.9394 -0.3991 -4.5121
6 H -5.2753 0.1612 -5.3866
7 C -5.7275 -1.4225 -3.9761
8 H -6.6843 -1.6746 -4.4475
9 C -5.2852 -2.1363 -2.8576
10 H -5.9083 -2.9193 -2.4240
11 C -4.0301 -1.8698 -2.3043
12 H -3.6770 -2.4225 -1.4333
13 C -0.7489 0.6317 -3.2447
14 C -1.0310 1.8897 -2.6827
15 H -1.4939 1.9518 -1.6937
16 C -0.7522 3.0530 -3.4051
17 H -1.0107 4.0232 -2.9697
18 C -0.1748 2.9706 -4.6740
19 H -0.0014 3.8787 -5.2593
20 C 0.1614 1.7217 -5.2107
21 H 0.6096 1.6462 -6.2047
22 C -0.1100 0.5540 -4.4962
23 H 0.1478 -0.4252 -4.9107
24 C -0.6969 -2.2727 -3.2707
25 C -1.3614 -2.8859 -4.3503
26 H -2.4070 -2.6432 -4.5509
27 C -0.6742 -3.7833 -5.1648
28 H -1.1719 -4.1942 -6.0424
29 C 0.6497 -4.1295 -4.8655
30 H 1.1995 -4.7980 -5.5335
31 C 1.2568 -3.6187 -3.7125
32 H 2.2680 -3.9243 -3.4476
33 C 0.5857 -2.7026 -2.9028
34 H 1.0487 -2.3180 -1.9905
35 Ir 0.0112 0.0288 3.5805
36 C 1.4973 0.7365 2.4868
37 C 1.7959 1.0398 1.1903
38 H 2.3086 0.9182 3.2256
39 C 0.9631 0.7303 -0.0726
40 O 1.8840 0.2429 -1.0712
41 H 1.4387 0.2143 -1.9408
42 C -0.1593 -0.2075 -0.0639
43 H 0.5116 1.6822 -0.4082
44 C -1.0990 -0.8020 -0.7417
45 Cl -2.0549 -1.1172 3.4616
46 P 1.0661 -2.0663 3.5220
47 P -1.2939 1.9304 3.3982
48 C 0.2832 -3.3202 4.5794
49 H -0.8052 -3.2701 4.4565
50 H 0.5297 -3.1365 5.6285
51 H 0.6396 -4.3106 4.2774
52 C 1.0065 -2.6528 1.8068
53 H 1.4673 -1.9122 1.1417
54 H -0.0395 -2.7731 1.5002
55 H 1.5411 -3.6084 1.7454
56 C 2.8264 -2.0493 3.9700
57 H 2.9758 -1.5886 4.9541
58 H 3.4030 -1.4949 3.2194
59 H 3.1856 -3.0861 4.0011
60 C -2.2419 2.2411 4.9317
61 H -1.6015 2.7363 5.6699
62 H -2.6100 1.2901 5.3352
63 H -3.0902 2.8945 4.6863
64 C -0.3545 3.4458 3.0526
65 H 0.1552 3.3446 2.0851
66 H 0.3940 3.6146 3.8376
67 H -1.0494 4.2968 3.0160
68 C -2.4760 1.8044 2.0300
69 H -3.1318 0.9392 2.1911
70 H -1.9299 1.6641 1.0886
71 H -3.0577 2.7364 2.0034
72 P 3.4449 1.8046 0.9163
73 C 4.0981 2.5582 2.4164
74 C 3.2727 3.1002 -0.3061
75 H 4.2923 1.8056 3.1903
76 H 3.4166 3.3239 2.8086
77 H 5.0520 3.0415 2.1587
78 H 2.7557 2.7069 -1.1899
79 H 4.2723 3.4554 -0.5877
80 H 2.7022 3.9316 0.1307
81 C 4.6208 0.5483 0.4135
82 H 4.9577 -0.0297 1.2850
83 H 5.4849 1.0444 -0.0456
84 H 4.1354 -0.1096 -0.3173
85 H -1.8444 -1.3696 -0.1616
86 Cl 0.9557 -0.7341 6.5502
87 C 0.6530 0.6110 5.3732
88 H -0.1004 1.2276 5.8924
89 H 1.6015 1.1484 5.2769

Partial atomic charges computed with the Löwdin method, in multiples of e: atom 1 (P): 1.07, atom 2 (C): -0.30, atom 3 (C): -0.07, atom 4 (H): 0.11, atom 5 (C): -0.05, atom 6 (H): 0.12, atom 7 (C): -0.06, atom 8 (H): 0.13, atom 9 (C): -0.01, atom 10 (H): 0.13, atom 11 (C): -0.07, atom 12 (H): 0.11, atom 13 (C): -0.33, atom 14 (C): -0.09, atom 15 (H): 0.11, atom 16 (C): -0.05, atom 17 (H): 0.12, atom 18 (C): -0.04, atom 19 (H): 0.12, atom 20 (C): -0.04, atom 21 (H): 0.12, atom 22 (C): -0.06, atom 23 (H): 0.12, atom 24 (C): -0.31, atom 25 (C): -0.06, atom 26 (H): 0.11, atom 27 (C): -0.05, atom 28 (H): 0.12, atom 29 (C): -0.04, atom 30 (H): 0.12, atom 31 (C): -0.05, atom 32 (H): 0.12, atom 33 (C): -0.07, atom 34 (H): 0.10, atom 35 (Ir): 0.76, atom 36 (C): -0.35, atom 37 (C): -0.35, atom 38 (H): 0.03, atom 39 (C): -0.38, atom 40 (O): -0.06, atom 41 (H): 0.09, atom 42 (C): 0.03, atom 43 (H): 0.13, atom 44 (C): -0.20, atom 45 (Cl): -0.01, atom 46 (P): 0.62, atom 47 (P): 0.61, atom 48 (C): -0.27, atom 49 (H): 0.01, atom 50 (H): 0.01, atom 51 (H): 0.06, atom 52 (C): -0.25, atom 53 (H): 0.03, atom 54 (H): 0.04, atom 55 (H): 0.06, atom 56 (C): -0.24, atom 57 (H): 0.02, atom 58 (H): 0.03, atom 59 (H): 0.06, atom 60 (C): -0.24, atom 61 (H): 0.05, atom 62 (H): 0.05, atom 63 (H): 0.06, atom 64 (C): -0.24, atom 65 (H): 0.03, atom 66 (H): 0.05, atom 67 (H): 0.06, atom 68 (C): -0.27, atom 69 (H): 0.01, atom 70 (H): 0.02, atom 71 (H): 0.06, atom 72 (P): 0.88, atom 73 (C): -0.17, atom 74 (C): -0.16, atom 75 (H): 0.07, atom 76 (H): 0.07, atom 77 (H): 0.08, atom 78 (H): 0.06, atom 79 (H): 0.08, atom 80 (H): 0.08, atom 81 (C): -0.16, atom 82 (H): 0.07, atom 83 (H): 0.07, atom 84 (H): 0.06, atom 85 (H): 0.10, atom 86 (Cl): 0.50, atom 87 (C): -0.81, atom 88 (H): -0.02, atom 89 (H): 0.01

---

Record 2
This record from OMol25 describes a single C18H21N3O4S molecule at a distorted geometry. The level of theory is the ωB97M-V functional and the def2-TZVPD basis.

Output
Energy above the lowest of the compared OMol25 structures with the same formula, charge and spin, kJ/mol: 481.2
E_LUMO, eV: -0.91
HOMO level, eV: -8.4
SMILES: O=[N+]([O-])c1ccc(-c2ccc(S(=O)(=O)NCCN3CCCC3)cc2)cc1
Electronic energy, Ha: -1561.81895
Charge: 0

Cartesian coordinates (Å):
1 O -8.3785 -0.8557 1.0295
2 N -7.8023 -0.6959 -0.0252
3 O -8.2798 -0.9258 -1.1158
4 C -6.4512 -0.1972 0.0204
5 C -5.8653 0.0830 1.2493
6 C -4.5700 0.5552 1.2874
7 C -3.8517 0.7582 0.1075
8 C -2.4725 1.2650 0.1545
9 C -2.0481 2.2402 -0.7492
10 C -0.7528 2.7216 -0.6997
11 C 0.1196 2.2268 0.2502
12 S 1.8165 2.8088 0.2624
13 O 2.3894 2.5193 1.5409
14 O 1.8527 4.1418 -0.2546
15 N 2.5809 1.8423 -0.8526
16 C 2.6863 0.4387 -0.5419
17 C 3.8596 -0.2087 -1.3142
18 N 4.3791 -1.4266 -0.7587
19 C 3.4618 -2.5444 -0.6366
20 C 4.2329 -3.5150 0.2486
21 C 4.8393 -2.5731 1.2878
22 C 5.1459 -1.3059 0.4805
23 C -0.2785 1.2601 1.1524
24 C -1.5758 0.7822 1.1080
25 C -4.4601 0.4749 -1.1169
26 C -5.7525 -0.0039 -1.1656
27 H -6.4354 -0.0725 2.1525
28 H -4.1138 0.7918 2.2362
29 H -2.7444 2.6386 -1.4716
30 H -0.4082 3.4920 -1.3716
31 H 2.3266 2.0625 -1.8018
32 H 2.8847 0.3995 0.5310
33 H 1.7467 -0.0952 -0.7481
34 H 3.5406 -0.4159 -2.3409
35 H 4.6758 0.5165 -1.3510
36 H 3.2424 -2.9483 -1.6280
37 H 2.5102 -2.2717 -0.1518
38 H 3.5985 -4.2823 0.6877
39 H 5.0220 -3.9922 -0.3316
40 H 4.1051 -2.3575 2.0653
41 H 5.7272 -2.9870 1.7607
42 H 6.2079 -1.2505 0.2166
43 H 4.8924 -0.4024 1.0456
44 H 0.4291 0.9114 1.8877
45 H -1.8925 0.0174 1.8009
46 H -3.9059 0.6131 -2.0324
47 H -6.2340 -0.2330 -2.1039

Partial atomic charges computed with the Löwdin method, in multiples of e: atom 1 (O): 0.08, atom 2 (N): -0.36, atom 3 (O): 0.08, atom 4 (C): -0.15, atom 5 (C): 0.02, atom 6 (C): -0.01, atom 7 (C): -0.17, atom 8 (C): -0.17, atom 9 (C): -0.01, atom 10 (C): -0.04, atom 11 (C): -0.27, atom 12 (S): 0.64, atom 13 (O): -0.28, atom 14 (O): -0.28, atom 15 (N): -0.13, atom 16 (C): -0.24, atom 17 (C): -0.18, atom 18 (N): -0.18, atom 19 (C): -0.20, atom 20 (C): -0.17, atom 21 (C): -0.17, atom 22 (C): -0.18, atom 23 (C): -0.05, atom 24 (C): -0.01, atom 25 (C): -0.01, atom 26 (C): 0.02, atom 27 (H): 0.12, atom 28 (H): 0.12, atom 29 (H): 0.12, atom 30 (H): 0.12, atom 31 (H): 0.12, atom 32 (H): 0.11, atom 33 (H): 0.12, atom 34 (H): 0.12, atom 35 (H): 0.13, atom 36 (H): 0.12, atom 37 (H): 0.11, atom 38 (H): 0.11, atom 39 (H): 0.11, atom 40 (H): 0.11, atom 41 (H): 0.11, atom 42 (H): 0.12, atom 43 (H): 0.11, atom 44 (H): 0.12, atom 45 (H): 0.12, atom 46 (H): 0.12, atom 47 (H): 0.12